# 1
Molecular formula: C20H23Cl36N2O3
Method: DFT, the ωB97M-V functional and the def2-TZVPD basis

Element x y z (Å)
C1 -3.644 6.850 0.579
C2 -2.354 6.654 -0.403
O1 -1.174 7.103 0.341
C3 -0.260 6.042 0.568
C4 -0.349 5.328 1.984
C5 0.720 4.193 2.191
C6 1.719 3.957 0.990
C7 2.873 2.853 1.113
C8 2.612 1.677 0.051
O2 1.411 1.296 -0.076
O3 3.663 1.110 -0.719
N1 1.540 4.761 -0.179
N2 0.674 5.734 -0.441
H1 -3.991 5.798 0.849
H2 -4.448 7.497 0.083
H3 -3.288 7.436 1.503
H4 -2.474 7.371 -1.298
H5 -2.285 5.593 -0.816
H6 -1.118 5.614 2.777
H7 0.796 3.595 3.156
H8 3.895 3.374 0.955
H9 2.932 2.409 2.177
H10 3.311 0.997 -1.634
H11 2.211 4.544 -0.949
C9 -0.056 -1.940 -0.212
Cl1 -0.775 -1.696 -1.810
Cl2 -1.313 -2.019 1.029
Cl3 0.933 -3.410 -0.190
H12 0.588 -1.090 0.006
C10 -3.813 -4.743 2.682
Cl4 -5.316 -4.718 1.750
Cl5 -3.376 -3.107 3.199
Cl6 -3.966 -5.816 4.081
H13 -3.019 -5.124 2.043
C11 -1.901 -0.463 5.305
Cl7 -0.617 -1.407 4.537
Cl8 -1.690 -0.436 7.060
Cl9 -1.935 1.185 4.657
H14 -2.855 -0.938 5.083
C12 6.481 1.125 1.146
Cl10 7.758 0.188 0.360
Cl11 6.706 1.134 2.901
Cl12 6.445 2.780 0.515
H15 5.525 0.653 0.925
C13 11.368 -1.032 0.524
Cl13 10.790 -1.953 -0.873
Cl14 11.592 -2.095 1.920
Cl15 12.875 -0.191 0.135
H16 10.616 -0.287 0.778
C14 -0.967 -5.226 -4.260
Cl16 -0.533 -4.731 -2.618
Cl17 0.119 -4.479 -5.441
Cl18 -0.930 -6.989 -4.410
H17 -1.980 -4.887 -4.464
C15 7.801 -2.905 -3.693
Cl19 6.468 -3.852 -4.368
Cl20 8.569 -1.928 -4.951
Cl21 7.228 -1.877 -2.370
H18 8.543 -3.594 -3.293
C16 -4.840 -3.050 -4.641
Cl22 -4.221 -4.233 -5.802
Cl23 -3.510 -2.312 -3.734
Cl24 -5.793 -1.810 -5.466
H19 -5.488 -3.568 -3.936
C17 -5.548 -8.806 1.755
Cl25 -6.935 -7.863 1.191
Cl26 -5.623 -10.458 1.129
Cl27 -4.031 -8.029 1.276
H20 -5.582 -8.849 2.842
C18 -5.614 -1.139 7.758
Cl28 -4.987 -2.788 7.900
Cl29 -4.809 -0.066 8.912
Cl30 -5.414 -0.538 6.104
H21 -6.677 -1.156 7.990
C19 4.894 6.682 -0.873
Cl31 5.520 5.028 -0.751
Cl32 5.713 7.743 0.280
Cl33 5.076 7.295 -2.522
H22 3.833 6.666 -0.629
C20 -8.819 -0.978 -7.952
Cl34 -8.821 -2.251 -6.724
Cl35 -10.463 -0.394 -8.245
Cl36 -7.763 0.356 -7.463
H23 -8.434 -1.397 -8.879

Atoms 1-6, force components in eV/Å:
C 1.1 -0.1 -0.4
C -2.4 1.1 -0.7
O 2.4 -3.3 -0.1
C 0.1 -0.5 1.3
C 4.0 -2.3 -2.6
C -1.0 3.2 -3.5

Output
HOMO: -12.079 eV
Spin multiplicity: 1
Net charge: +1
F_max: 5.31 eV/Å
Orbital gap: 6.666 eV
Lowest unoccupied orbital energy: -5.4 eV
E: -481030.2992 eV


# 2
Molecular formula: C20H23Cl3N4O4
Method: DFT, the ωB97M-V functional and the def2-TZVPD basis

Element x y z (Å)
O1 -1.618 -4.066 -0.793
O2 -0.348 4.640 3.534
O3 2.368 5.170 2.080
Cl1 0.773 1.128 2.967
Cl2 -3.562 -9.088 -5.208
Cl3 -0.380 -9.079 -5.473
O4 -1.134 6.548 0.105
C1 -0.475 -4.347 -1.109
C2 -1.022 4.074 2.688
C3 1.750 4.421 1.330
C4 1.822 -1.080 1.751
C5 -0.428 -0.483 1.127
C6 -3.197 -7.170 -3.311
C7 1.760 -2.196 0.907
C8 -0.487 -1.592 0.279
C9 -2.432 -6.306 -2.523
C10 -0.430 -7.147 -3.554
C11 0.722 -0.229 1.874
C12 -2.582 -8.025 -4.226
C13 -1.188 -8.017 -4.344
C14 0.599 -2.481 0.176
C15 -1.030 -6.271 -2.639
N1 0.607 -3.632 -0.626
N2 -0.170 -5.429 -1.915
N3 2.237 3.228 0.965
N4 -0.742 4.079 1.384
C16 -2.269 3.328 3.100
C17 3.522 2.698 1.417
C18 1.124 7.106 -0.114
C19 0.379 4.799 0.745
C20 0.115 6.316 0.722
H1 -1.355 7.469 0.262
H2 2.719 -0.877 2.330
H3 -1.284 0.179 1.216
H4 -4.279 -7.179 -3.214
H5 2.620 -2.854 0.843
H6 -1.398 -1.747 -0.288
H7 -2.971 -5.674 -1.825
H8 0.647 -7.160 -3.676
H9 1.504 -4.084 -0.742
H10 0.816 -5.542 -2.106
H11 1.659 2.641 0.387
H12 -1.419 3.655 0.772
H13 -2.150 2.271 2.875
H14 -2.414 3.458 4.172
H15 -3.126 3.735 2.566
H16 3.715 1.729 0.956
H17 3.505 2.586 2.503
H18 4.321 3.394 1.153
H19 2.116 7.043 0.332
H20 0.831 8.155 -0.145
H21 1.159 6.710 -1.130
H22 0.403 4.490 -0.299
H23 0.095 6.706 1.741

Atoms 1-6, force components in eV/Å:
O 0.2 0.0 -0.4
O 0.2 0.0 -0.4
O -0.3 -0.3 -0.7
Cl 0.0 -0.3 -0.1
Cl 0.3 0.3 0.3
Cl -0.2 0.4 0.4

Output
HOMO: -8.688 eV
Spin multiplicity: 1
Structure (SMILES): O=C(Nc1ccc(Cl)cc1)Nc1ccc(Cl)c(Cl)c1.CNC(=O)[C@@H](NC(C)=O)[C@@H](C)O
Net charge: 0
F_max: 1.94 eV/Å
Energy relative to the best compared isomer or geometry (same formula, charge and spin): 9.72 kcal/mol
Orbital gap: 8.766 eV
Lowest unoccupied orbital energy: 0.1 eV
E: -72832.8563 eV


# 3
Molecular formula: C20H23ClN2O2S
Method: DFT, the ωB97M-V functional and the def2-TZVPD basis

Element x y z (Å)
C1 -3.571 -3.632 1.014
H1 -4.060 -4.580 0.787
O1 -3.355 -3.025 -0.241
C2 -2.790 -1.794 -0.354
C3 -2.688 -1.339 -1.666
C4 -2.130 -0.115 -1.976
C5 -1.665 0.705 -0.960
C6 -1.768 0.267 0.355
C7 -2.308 -0.969 0.682
O2 -2.385 -1.421 1.973
C8 -1.839 -0.632 3.003
H2 -0.772 -0.443 2.849
H3 -1.972 -1.216 3.913
H4 -2.369 0.320 3.108
H5 -1.396 0.903 1.141
C9 -1.065 2.059 -1.284
N1 -0.169 2.536 -0.244
C10 0.986 1.945 0.121
S1 1.887 2.581 1.356
N2 1.310 0.809 -0.566
C11 2.435 -0.004 -0.462
C12 2.296 -1.345 -0.819
C13 3.382 -2.197 -0.776
C14 4.638 -1.755 -0.382
C15 4.758 -0.410 -0.043
C16 3.688 0.465 -0.082
H6 3.829 1.498 0.187
Cl1 6.300 0.211 0.434
C17 5.815 -2.675 -0.329
H7 5.531 -3.682 -0.625
H8 6.603 -2.320 -0.993
H9 6.227 -2.705 0.679
H10 3.252 -3.232 -1.053
H11 1.329 -1.717 -1.130
H12 0.540 0.364 -1.052
C18 -0.700 3.684 0.465
C19 -2.170 3.718 0.062
H13 -2.587 4.721 0.108
C20 -2.140 3.158 -1.357
H14 -3.100 2.757 -1.677
H15 -1.828 3.932 -2.059
H16 -2.757 3.065 0.708
H17 -0.544 3.568 1.540
H18 -0.173 4.591 0.147
H19 -0.529 1.990 -2.240
H20 -2.059 0.201 -3.006
H21 -3.058 -1.989 -2.442
H22 -2.634 -3.823 1.539
H23 -4.224 -3.029 1.647

Atoms 1-6, force components in eV/Å:
C -0.1 -0.3 0.4
H 0.0 0.1 0.0
O 0.1 0.3 -0.2
C 0.0 0.1 -0.1
C 0.0 -0.1 0.2
C 0.1 0.1 0.2

Output
HOMO: -7.950 eV
Spin multiplicity: 1
Structure (SMILES): COc1ccc([C@H]2CCCN2C(=S)Nc2ccc(C)c(Cl)c2)cc1OC
Net charge: 0
F_max: 0.91 eV/Å
Energy relative to the best compared isomer or geometry (same formula, charge and spin): 34.46 kcal/mol
Orbital gap: 8.538 eV
Lowest unoccupied orbital energy: 0.6 eV
E: -51546.3072 eV


# 4
Molecular formula: C20H23ClN2OPPm
Method: DFT, the ωB97M-V functional and the def2-TZVPD basis

Element x y z (Å)
Pm1 -1.408 -0.245 1.643
Cl1 -0.638 1.716 3.120
P1 0.182 0.879 -0.197
C1 -1.283 0.123 -1.041
C2 -1.122 -0.923 -1.976
C3 -2.241 -1.598 -2.466
C4 -3.509 -1.408 -1.888
C5 -3.684 -0.474 -0.866
C6 -2.621 0.404 -0.570
C7 -0.060 2.641 -0.499
C8 0.690 3.521 0.310
C9 0.415 4.888 0.355
C10 -0.622 5.396 -0.441
C11 -1.359 4.517 -1.256
C12 -1.085 3.145 -1.303
C13 1.715 0.419 -1.039
C14 2.752 -0.230 -0.326
C15 3.974 -0.464 -0.942
C16 4.151 -0.057 -2.270
C17 3.111 0.560 -2.976
C18 1.878 0.803 -2.372
H1 1.446 3.093 0.956
H2 0.998 5.564 0.986
H3 -0.826 6.477 -0.455
H4 -2.136 4.928 -1.895
H5 -1.663 2.492 -1.957
H6 -0.106 -1.174 -2.292
H7 -2.138 -2.281 -3.321
H8 -4.388 -1.954 -2.263
H9 -4.658 -0.334 -0.362
H10 -2.845 1.313 -0.011
H11 2.557 -0.540 0.700
H12 4.778 -0.968 -0.401
H13 5.110 -0.227 -2.747
H14 3.249 0.862 -4.005
H15 1.050 1.297 -2.907
H16 -0.473 -4.131 -2.245
H17 0.294 -4.032 -2.204
C19 -1.218 -4.223 3.558
N1 0.082 -3.603 3.842
C20 0.367 -2.324 3.636
N2 1.534 -1.831 4.122
O1 -0.396 -1.537 2.982
H18 -1.850 -3.536 2.987
H19 -1.722 -4.412 4.518
H20 -1.088 -5.141 2.966
H21 0.875 -4.101 4.219
H22 1.769 -0.879 3.915
H23 2.163 -2.410 4.677

Atoms 1-6, force components in eV/Å:
Pm -0.1 1.2 2.1
Cl -0.6 -0.7 -0.7
P 0.6 0.7 -1.6
C -0.7 -0.4 -0.5
C 0.0 0.4 0.7
C -0.6 -0.1 -0.2

Output
HOMO (alpha / beta): -14.322 / -14.316 eV
Spin multiplicity: 5
Net charge: +2
F_max: 2.37 eV/Å
Orbital gap (alpha / beta): 7.350 / 7.599 eV
Lowest unoccupied orbital energy (alpha / beta): -7.0 / -6.7 eV
E: -64493.7999 eV


> What is the F_max in the second record?

1.94 eV/Å